Entry from the Open Molecules 2025 dataset: a 2-piece molecular cluster, C20H28FN2OS overall in a non-equilibrium geometry (the ωB97M-V functional and the def2-TZVPD basis).

Summary:
Energy in Eh: -1461.39618
Max |F| in eV Å⁻¹: 2.76
Frontier orbital gap in eV: 6.89

```
! RIJCOSX wB97M-V def2-TZVPD def2/J DEFGRID3
* xyz 1 1
S -7.92577 -1.10621 -2.19206
F -8.67071 1.15498 -1.64819
O -8.67807 -0.58249 0.58467
N -6.10014 4.10728 4.04400
N -10.04728 3.33249 -1.83015
C -11.96688 5.18204 -2.24561
C -10.68125 2.83042 0.46702
C -8.37066 -0.33865 -3.79154
C -10.87151 3.56267 -0.83219
C -6.45866 2.31207 0.81187
C -12.98634 6.25424 -2.43711
C -10.14827 3.82705 -3.04835
C -6.02857 3.23724 1.75212
C -6.74906 5.40033 4.08904
C -7.59642 0.43072 -1.23400
C -4.84909 4.03713 4.76745
C -11.11592 4.81259 -3.30298
C -7.82575 0.23388 0.23955
C -7.31119 1.24329 1.19789
C -9.18597 3.37735 -4.11242
C -11.86690 4.54352 -0.99180
C -6.46458 3.14233 3.09692
C -7.73487 1.15334 2.53572
C -7.31365 2.06842 3.47171
C -6.21581 -1.53299 -2.48564
H -6.12400 2.37723 -0.22552
H -12.81915 7.07346 -1.72119
H -11.46575 3.13499 1.17403
H -9.71181 3.05823 0.93560
H -6.66607 0.94608 -1.51614
H -12.49888 4.78090 -0.12408
H -5.34803 4.04328 1.45832
H -7.63999 1.97477 4.50834
H -9.32447 4.00387 -5.00477
H -8.39836 0.32526 2.79834
H -7.69864 5.36581 3.54458
H -8.13625 3.47595 -3.80024
H -6.10307 6.17813 3.65486
H -6.94306 5.66162 5.13676
H -4.42781 3.02768 4.70280
H -9.33056 2.33282 -4.42649
H -11.14658 5.26703 -4.30387
H -8.58824 -1.17814 -4.45668
H -5.03496 4.28627 5.82002
H -7.53637 0.26069 -4.17337
H -5.68770 -0.71130 -2.97318
H -6.30606 -2.42418 -3.10356
H -10.72812 1.73584 0.36813
H -9.27594 0.26926 -3.67618
H -13.99482 5.85067 -2.26268
H -12.91262 6.63758 -3.46043
H -4.12617 4.76477 4.36701
H -5.79161 -1.78997 -1.50934
*
```

***

Entry from the Open Molecules 2025 dataset: the molecule C20H28FN3O6 in a non-equilibrium geometry (the ωB97M-V functional and the def2-TZVPD basis).

Summary:
Energy in Eh: -1494.30308
SMILES: CCOCCOc1c(F)c(CCCCCN)c(N)c2c1C(=O)N(CCOC=O)C2=O
Max |F| in eV Å⁻¹: 2.73
Frontier orbital gap in eV: 8.85

```
! RIJCOSX wB97M-V def2-TZVPD def2/J DEFGRID3
* xyz 0 1
F 0.00577 -2.65218 -1.23521
O 1.46107 3.96470 6.66790
O 3.11870 -0.00878 4.18124
O -0.70500 -1.76022 4.41012
O -1.44481 -2.56154 1.24393
O -4.14478 -2.09652 -0.12246
O 0.24603 2.37390 5.63706
N 1.19933 2.00833 -5.73149
N 0.74868 0.11561 4.02838
N 3.90388 -0.19037 0.86716
C -0.19094 -1.99954 1.11341
C -0.34390 2.42236 4.31905
C 2.11748 -0.16873 3.56693
C 2.59404 -1.49287 -1.66784
C 3.11150 -0.10282 -2.21916
C -4.89171 -0.61531 -1.91384
C 2.58588 -0.77747 0.91074
C 1.85708 -0.15461 -4.54828
C 0.14726 1.27811 3.34239
C 1.82502 -0.76022 2.14564
C -3.27164 -1.06765 0.34346
C -5.34476 -1.52104 -0.70469
C 0.72581 0.65586 -5.31814
C 2.10830 0.62813 -3.18581
C 0.47027 -1.37202 2.23959
C 0.58007 -2.02944 -0.14791
C -2.45962 -1.60050 1.57381
C 0.50956 3.70488 5.99271
C 0.03133 -1.12674 3.72463
C 1.91866 -1.42101 -0.25781
H 1.52746 -1.21194 -4.37620
H -3.19654 -2.13675 2.23751
H -2.10050 -0.71899 2.16253
H 4.41367 -0.50334 0.03294
H -0.04604 3.40460 3.84668
H 0.97394 2.60893 -4.93287
H 4.04502 -0.31827 -2.81825
H 0.67433 2.35753 -6.53261
H 0.88065 1.75089 2.62389
H 0.36929 0.02607 -6.16906
H -2.55082 -0.69023 -0.43653
H 1.84710 -1.88665 -2.40946
H -3.95642 -1.08527 -2.33210
H 2.59694 1.60371 -3.47899
H 3.47104 -2.19482 -1.56680
H -5.95802 -0.98413 0.06721
H -4.60799 0.42376 -1.59347
H -0.11037 0.81037 -4.57020
H 3.73806 0.81401 0.71123
H -1.47367 2.43218 4.32755
H -5.90309 -2.40490 -1.11543
H -0.14703 4.55542 5.67098
H -5.65395 -0.51031 -2.72504
H -0.74261 0.99686 2.70669
H 3.41335 0.62467 -1.42323
H -3.89173 -0.19927 0.71205
H 1.13565 0.91662 -2.69065
H 2.78375 -0.15308 -5.18386
*
```

***

Entry from the Open Molecules 2025 dataset: C20H28IrN2O12Si as an isolated structure in a non-equilibrium geometry (the ωB97M-V functional and the def2-TZVPD basis).

Summary:
Relative energy (zero: lowest compared OMol25 entry of this formula, charge and spin) in kcal per mole: 50.8
Energy in Eh: -2184.78247
Max |F| in eV Å⁻¹: 3.67
Frontier orbital gap (alpha / beta) in eV: 8.09 / 5.33

```
! RIJCOSX wB97M-V def2-TZVPD def2/J DEFGRID3
* xyz 0 6
Ir -0.59552 0.47535 -0.59501
Si 1.10558 -1.13995 -0.15901
O -1.84622 -0.86825 -2.06661
O 0.00648 -1.11995 3.28959
O -0.61942 3.94025 6.59429
O -1.23642 0.38445 1.56819
O -2.81812 1.57615 -1.25791
O -0.56902 -0.67335 5.31019
O -0.45562 1.60035 -2.80271
O -0.37002 2.59075 -0.07391
O -3.59852 -0.97355 -3.44571
O -1.39052 3.05635 -4.18251
O -0.79812 5.46485 5.08669
O -2.08822 3.94845 0.31839
N -0.75012 4.30385 5.44109
N -0.41132 -0.35605 4.14699
C -0.93102 -2.94235 0.56309
C 1.82938 -1.01215 -3.25281
C -2.61522 2.55685 -2.24081
C 2.67378 -0.85745 -2.03211
C -1.26082 3.12255 0.66299
C 0.41508 -3.02635 -0.15631
C 3.12588 0.53735 -1.74811
C -3.70292 0.55035 -1.59101
C 3.67738 -1.93505 -1.79711
C -2.98222 -0.56515 -2.48781
C -0.69672 0.99155 3.78089
C -1.07262 3.66545 3.09129
C -1.15032 2.70085 2.12539
C -0.64242 1.96935 4.75769
C -1.02372 1.29855 2.41439
C 0.18328 -3.56615 -1.56301
C 1.33118 -3.95425 0.63559
C -1.38462 2.32585 -3.08271
C 2.44438 -1.08295 1.23689
C -0.83852 3.30005 4.42629
H -0.33282 -2.83795 -2.18151
H 0.98788 -4.98085 0.51969
H -1.19792 4.70735 2.82749
H -1.32352 -3.95065 0.69129
H 2.92598 -0.11365 1.32819
H 1.11878 -3.84285 -2.04071
H -3.48512 2.67335 -2.89471
H 1.29318 -3.70065 1.68949
H 3.61878 0.61435 -0.78421
H -0.81962 -2.47525 1.53679
H 1.92378 -1.27395 2.17169
H 4.31478 -1.71205 -0.94881
H 1.68048 -2.05435 -3.51631
H 4.31288 -2.03505 -2.68111
H -4.58512 0.90905 -2.12811
H -3.98242 0.06555 -0.65211
H 3.20438 -2.90045 -1.64321
H -0.40632 1.70355 5.77939
H 3.21768 -1.83755 1.13579
H -0.44132 -4.45705 -1.51691
H -1.64932 -2.36185 -0.01241
H -2.44462 3.50275 -1.69431
H 2.36488 -3.90965 0.30399
H 2.29438 1.23905 -1.78361
H 3.85228 0.84075 -2.50751
H -0.56282 2.95265 -4.68071
H 2.31948 -0.51655 -4.09551
H 0.85748 -0.53455 -3.13661
*
```